1.
73
Properties=species:S:1:pos:R:3:mulliken_charge:R:1 method="wB97M-V/def2-TZVPD" smiles="N=[PH2]c1cc2c(c(P(=O)(O)O)c1S(=O)(=O)F)C(=O)N(I)C2=O.O=S1(=O)CCCC1.O=S1(=O)CCCC1.O=S1(=O)CCCC1" e_lumo_ha=-0.0449 energy_ev=-123560.19585 homo_lumo_gap_ha=0.26934
N 4.828 1.221 -1.962 -0.861
P 4.619 0.037 -2.994 0.571
C 2.843 -0.543 -2.881 0.265
C 2.078 0.326 -2.113 -0.810
C 0.743 0.076 -1.923 -0.630
C 0.179 -1.053 -2.498 0.547
C 0.878 -1.951 -3.305 -0.134
P 0.013 -3.360 -4.093 1.136
O 0.593 -3.690 -5.386 -0.638
O 0.104 -4.616 -3.103 -0.569
O -1.513 -3.007 -4.283 -0.517
C 2.270 -1.680 -3.470 0.649
S 3.311 -2.746 -4.455 1.391
O 4.668 -2.645 -4.041 -0.651
O 3.053 -2.531 -5.827 -0.537
F 2.840 -4.135 -3.983 -0.185
C -1.259 -1.037 -2.018 0.112
O -2.095 -1.889 -2.000 -0.606
N -1.487 0.224 -1.428 -0.276
I -3.109 1.321 -1.981 0.255
C -0.276 0.869 -1.168 0.142
O -0.088 1.830 -0.502 -0.519
H 5.560 0.933 -1.323 0.217
H 4.799 0.515 -4.287 0.187
H 5.493 -1.013 -2.730 0.134
H 2.561 1.184 -1.659 0.617
H 0.367 -4.361 -2.209 0.391
H -2.037 -3.373 -3.556 0.336
C 7.993 -0.323 -7.792 -0.648
C 9.333 0.223 -7.278 -0.589
C 9.052 0.963 -5.964 -0.800
S 7.603 0.176 -5.249 1.333
O 6.538 1.147 -5.250 -0.718
O 7.967 -0.554 -4.061 -0.714
C 7.317 -0.974 -6.589 -0.586
H 8.130 -1.035 -8.603 0.371
H 7.378 0.499 -8.164 0.313
H 10.018 -0.607 -7.095 0.295
H 9.805 0.883 -8.004 0.326
H 9.877 0.882 -5.261 0.337
H 8.810 2.010 -6.132 0.360
H 6.247 -1.124 -6.718 0.302
H 7.797 -1.915 -6.321 0.375
C -5.247 -0.564 3.193 -0.715
C -4.416 0.530 3.878 -0.038
C -4.319 1.709 2.901 -0.711
S -5.799 1.641 1.886 1.085
O -5.413 1.361 0.523 -0.561
O -6.660 2.752 2.201 -0.686
C -6.464 0.145 2.606 -0.777
H -5.542 -1.346 3.892 0.359
H -4.666 -1.029 2.393 0.325
H -4.916 0.855 4.792 -0.165
H -3.426 0.170 4.155 0.468
H -4.290 2.667 3.415 0.367
H -3.460 1.618 2.238 0.332
H -6.976 -0.430 1.838 0.446
H -7.165 0.441 3.385 0.351
C -6.262 1.008 10.074 -0.604
C -5.902 2.499 10.031 -0.603
C -4.792 2.673 8.987 -0.692
S -5.018 1.350 7.791 1.232
O -3.884 0.466 7.854 -0.715
O -5.461 1.904 6.534 -0.724
C -6.400 0.571 8.619 -0.729
H -7.180 0.828 10.632 0.343
H -5.459 0.446 10.556 0.305
H -6.780 3.077 9.736 0.299
H -5.583 2.865 11.005 0.318
H -4.857 3.627 8.470 0.363
H -3.803 2.555 9.424 0.370
H -6.344 -0.506 8.478 0.406
H -7.314 0.962 8.172 0.374

***

2.
66
Properties=species:S:1:pos:R:3:nbo_charge:R:1 method="wB97M-V/def2-TZVPD" charge=-1 e_above_lowest_ev=11.1324 e_lumo_ha=0.0788 energy_ev=-54650.21689 homo_lumo_gap_ha=0.32632
F 0.234 0.458 -0.240 -0.979
C -0.403 3.650 -2.905 -0.648
C -0.881 2.477 -3.771 0.096
C -1.465 1.214 -2.963 -0.089
O -2.800 1.003 -3.496 -0.468
C -3.134 1.920 -4.232 0.978
O -4.180 2.014 -4.891 -0.639
O -2.136 2.801 -4.323 -0.534
H -1.327 3.761 -2.218 0.218
H -0.284 4.346 -3.736 0.234
H 0.392 3.401 -2.168 0.258
H -0.237 2.022 -4.664 0.182
H -1.768 1.691 -2.082 0.192
H -0.890 0.322 -2.935 0.219
C 2.454 1.986 1.661 -0.615
C 2.961 2.785 2.927 0.059
C 3.714 2.048 4.039 -0.097
O 4.926 2.696 3.993 -0.468
C 4.930 3.718 3.149 0.964
O 5.830 4.575 2.997 -0.590
O 3.737 3.746 2.370 -0.484
H 1.455 1.150 1.921 0.230
H 3.152 1.479 1.107 0.208
H 1.972 2.712 0.985 0.235
H 2.121 3.464 3.436 0.165
H 3.629 0.956 3.851 0.200
H 3.219 2.151 5.020 0.185
C -3.678 1.867 1.716 -0.646
C -3.174 0.507 0.990 0.064
C -2.184 -0.276 1.871 -0.076
O -3.023 -1.278 2.470 -0.519
C -4.297 -1.291 1.848 0.983
O -5.187 -2.094 2.068 -0.602
O -4.284 -0.405 0.917 -0.497
H -2.800 2.732 1.554 0.223
H -3.806 1.822 2.774 0.217
H -4.645 2.218 1.033 0.229
H -2.605 0.576 -0.005 0.244
H -1.703 0.173 2.445 0.160
H -1.363 -0.653 1.428 0.216
C 2.398 -2.037 2.020 -0.647
C 2.680 -2.712 0.730 0.059
C 2.713 -1.563 -0.348 -0.040
O 4.058 -1.651 -0.879 -0.476
C 4.756 -2.562 -0.275 0.975
O 5.894 -2.832 -0.590 -0.608
O 3.999 -3.293 0.721 -0.509
H 1.530 -1.396 2.071 0.244
H 3.105 -1.244 2.365 0.206
H 2.574 -2.726 2.893 0.213
H 2.094 -3.492 0.604 0.196
H 2.623 -0.617 -0.138 0.208
H 2.123 -1.783 -1.071 0.178
C -3.206 -2.527 -1.305 -0.641
C -2.135 -3.131 -2.191 0.053
C -0.764 -2.457 -1.805 -0.038
O -0.034 -3.670 -1.363 -0.480
C -0.740 -4.724 -1.593 0.960
O -0.205 -5.790 -1.406 -0.615
O -1.935 -4.524 -2.142 -0.469
H -4.147 -2.520 -1.766 0.226
H -2.946 -1.500 -0.890 0.217
H -3.515 -3.026 -0.524 0.230
H -2.447 -2.973 -3.277 0.193
H -0.830 -1.822 -1.179 0.178
H -0.119 -1.874 -2.601 0.182

***

3.
61
Properties=species:S:1:pos:R:3:nbo_charge:R:1 method="wB97M-V/def2-TZVPD" e_above_lowest_ev=1.0143 e_lumo_ha=0.0086 energy_ev=-59587.67454 homo_lumo_gap_ha=0.28056
Sn -0.355 -0.812 -0.293 1.534
C -1.866 -0.156 3.391 -0.663
C -0.509 -0.190 2.737 0.378
O -0.319 -1.170 1.844 -0.996
C 0.446 0.699 3.035 -0.429
C 1.802 0.647 2.442 0.241
C 2.736 -0.421 2.942 -0.642
N 2.239 1.465 1.574 -0.259
N 1.451 2.457 1.115 -0.348
C 0.736 2.227 0.078 0.497
O 0.652 1.063 -0.535 -0.981
C -0.045 3.352 -0.496 -0.023
C -0.856 3.133 -1.607 -0.222
C -1.616 4.161 -2.145 -0.229
C -1.575 5.424 -1.575 -0.225
C -0.767 5.653 -0.467 -0.225
C -0.006 4.628 0.069 -0.206
H -2.210 -1.174 3.581 0.216
H -2.581 0.318 2.716 0.221
H -1.843 0.401 4.326 0.212
H 0.230 1.514 3.719 0.219
H 2.945 -0.259 4.002 0.220
H 3.667 -0.409 2.378 0.217
H 2.251 -1.396 2.848 0.208
H -0.872 2.139 -2.038 0.225
H -2.235 3.977 -3.015 0.210
H -2.168 6.226 -1.997 0.212
H -0.728 6.644 -0.032 0.213
H 0.630 4.787 0.929 0.241
C 2.907 -2.032 -0.656 -0.237
C 2.353 -3.306 0.002 -0.236
N 0.958 -3.111 0.362 -0.692
C 0.085 -4.271 0.284 -0.226
C -0.033 -4.846 -1.131 -0.532
S -0.309 -3.618 -2.453 0.206
C 1.370 -3.363 -3.132 -0.531
C 1.957 -1.961 -2.953 -0.228
N 1.961 -1.436 -1.594 -0.668
H 3.084 -1.291 0.128 0.224
H 3.869 -2.262 -1.134 0.181
H 2.434 -4.146 -0.687 0.184
H 2.977 -3.549 0.870 0.197
H 0.877 -2.701 1.291 0.423
H 0.411 -5.088 0.944 0.180
H -0.902 -3.946 0.620 0.215
H 0.845 -5.429 -1.412 0.211
H -0.889 -5.518 -1.175 0.236
H 2.018 -4.130 -2.713 0.211
H 1.286 -3.556 -4.201 0.231
H 2.977 -1.992 -3.367 0.180
H 1.376 -1.266 -3.562 0.209
H 2.145 -0.438 -1.639 0.410
N -3.102 2.968 0.600 -0.786
C -3.124 1.754 0.048 0.675
O -2.279 0.899 0.295 -0.672
C -4.201 1.393 -0.954 -0.612
I -5.959 2.602 -0.987 0.088
H -2.298 3.212 1.158 0.426
H -3.752 3.687 0.336 0.412
H -4.509 0.371 -0.764 0.254
H -3.766 1.443 -1.950 0.253

***

4.
58
Properties=species:S:1:pos:R:3:nbo_charge:R:1 method="wB97M-V/def2-TZVPD" smiles="CS[C@@H](C)[C@@H](O)C(=O)NCC1(O)CCN(C(=O)Cc2ccc(CO)cc2)CC1" e_above_lowest_ev=0.8044 e_lumo_ha=0.0207 energy_ev=-45280.96105 homo_lumo_gap_ha=0.33881
C 0.693 -7.086 4.424 -0.744
S 0.572 -5.378 3.859 0.193
C 1.584 -5.499 2.348 -0.343
C 0.859 -6.208 1.213 -0.631
C 2.082 -4.091 1.984 0.011
O 2.988 -4.111 0.903 -0.690
C 0.916 -3.174 1.600 0.659
O 0.389 -3.218 0.503 -0.631
N 0.504 -2.354 2.594 -0.605
C -0.619 -1.459 2.436 -0.249
C -0.194 -0.009 2.203 0.242
O 0.541 0.323 3.386 -0.732
C 0.697 0.145 0.969 -0.431
C -0.088 -0.015 -0.333 -0.229
N -1.210 0.913 -0.362 -0.445
C -1.199 2.126 -0.995 0.693
O -2.026 2.987 -0.752 -0.626
C -0.105 2.339 -2.041 -0.517
C -0.295 3.602 -2.832 -0.034
C -0.074 4.848 -2.251 -0.177
C -0.249 6.007 -2.983 -0.209
C -0.657 5.955 -4.313 -0.050
C -0.874 7.239 -5.068 -0.073
O -0.979 6.973 -6.458 -0.719
C -0.878 4.718 -4.897 -0.227
C -0.695 3.555 -4.159 -0.141
C -2.142 0.713 0.736 -0.228
C -1.428 0.887 2.076 -0.425
H 0.156 -7.143 5.369 0.236
H 0.228 -7.774 3.721 0.215
H 1.731 -7.369 4.593 0.213
H 2.478 -6.065 2.634 0.209
H 1.473 -6.237 0.310 0.216
H 0.626 -7.235 1.494 0.208
H -0.066 -5.692 0.965 0.237
H 2.579 -3.679 2.869 0.172
H 3.354 -4.995 0.809 0.469
H 1.045 -2.292 3.440 0.413
H -1.214 -1.830 1.605 0.233
H -1.227 -1.489 3.342 0.214
H 0.872 1.224 3.299 0.470
H 1.139 1.148 0.994 0.197
H 1.516 -0.574 1.011 0.230
H 0.563 0.143 -1.187 0.219
H -0.468 -1.036 -0.412 0.227
H 0.859 2.360 -1.523 0.228
H -0.077 1.480 -2.713 0.229
H 0.230 4.907 -1.213 0.208
H -0.067 6.969 -2.515 0.206
H -1.789 7.719 -4.700 0.172
H -0.039 7.919 -4.866 0.168
H -1.226 7.786 -6.906 0.472
H -1.188 4.666 -5.931 0.230
H -0.870 2.593 -4.629 0.197
H -2.948 1.434 0.635 0.251
H -2.565 -0.291 0.647 0.192
H -2.110 0.690 2.907 0.218
H -1.108 1.931 2.160 0.210

***

5.
58
Properties=species:S:1:pos:R:3:nbo_charge:R:1 method="wB97M-V/def2-TZVPD" smiles="CCCC[C@H](CC)CNS(=O)(=O)c1ccc2c(c1)CCN2C(=O)CCC(=O)O" e_above_lowest_ev=0.6411 e_lumo_ha=0.0145 energy_ev=-45281.12433 homo_lumo_gap_ha=0.33077
C -5.399 -3.794 0.312 -0.609
C -6.133 -3.044 1.418 -0.387
C -5.525 -1.672 1.717 -0.397
C -5.724 -0.677 0.574 -0.403
H -6.788 -0.647 0.326 0.210
H -5.198 -1.019 -0.321 0.193
C -5.272 0.754 0.901 -0.220
C -3.802 0.811 1.351 -0.234
N -2.856 0.189 0.449 -0.873
S -2.184 1.087 -0.790 2.315
O -2.257 2.475 -0.444 -0.942
O -2.711 0.650 -2.056 -0.947
C -0.491 0.537 -0.670 -0.333
C 0.331 1.103 0.284 -0.170
C 1.644 0.679 0.427 -0.224
C 2.097 -0.325 -0.416 0.156
C 1.258 -0.894 -1.380 0.034
C -0.044 -0.468 -1.513 -0.210
H -0.713 -0.873 -2.255 0.242
C 1.999 -1.943 -2.153 -0.447
H 2.026 -1.702 -3.216 0.227
H 1.524 -2.919 -2.045 0.225
C 3.404 -1.921 -1.525 -0.202
N 3.362 -0.911 -0.471 -0.427
C 4.422 -0.578 0.320 0.704
O 4.358 0.273 1.181 -0.606
C 5.704 -1.347 0.040 -0.504
H 5.530 -2.418 0.161 0.230
H 6.011 -1.160 -0.990 0.239
C 6.796 -0.886 1.000 -0.506
H 7.746 -1.363 0.746 0.239
C 7.007 0.611 0.952 0.814
O 7.408 1.274 1.867 -0.588
O 6.770 1.129 -0.263 -0.705
H 6.899 2.089 -0.236 0.502
H 6.545 -1.144 2.029 0.247
H 4.166 -1.655 -2.264 0.204
H 3.666 -2.894 -1.099 0.202
H 2.297 1.114 1.163 0.262
H -0.068 1.889 0.904 0.239
H -3.167 -0.704 0.099 0.398
H -3.483 1.849 1.440 0.233
H -3.693 0.333 2.330 0.201
C -5.534 1.657 -0.311 -0.406
C -5.420 3.146 0.002 -0.613
H -4.384 3.427 0.163 0.223
H -5.794 3.728 -0.837 0.212
H -6.003 3.401 0.885 0.193
H -4.831 1.406 -1.108 0.215
H -6.542 1.450 -0.679 0.200
H -5.869 1.120 1.745 0.201
H -4.461 -1.801 1.926 0.187
H -5.994 -1.268 2.617 0.203
H -6.101 -3.645 2.330 0.200
H -7.182 -2.923 1.140 0.195
H -5.821 -4.788 0.186 0.212
H -5.483 -3.271 -0.638 0.202
H -4.344 -3.899 0.558 0.197

***

6.
58
Properties=species:S:1:pos:R:3:nbo_charge:R:1 method="wB97M-V/def2-TZVPD" smiles="COc1ccc(N)c(C(=O)NCCC2(O)CN(C(=O)C3(N(C)C)CCC3)C2)c1" e_above_lowest_ev=2.7987 e_lumo_ha=0.0182 energy_ev=-35376.58115 homo_lumo_gap_ha=0.29692
C 2.548 -4.888 -4.850 -0.251
O 1.883 -4.103 -3.884 -0.498
C 0.519 -4.035 -3.972 0.257
C -0.249 -4.672 -4.938 -0.269
C -1.629 -4.549 -4.915 -0.236
C -2.291 -3.799 -3.945 0.177
N -3.670 -3.663 -3.979 -0.811
C -1.504 -3.136 -2.984 -0.130
C -2.160 -2.310 -1.924 0.668
O -3.270 -2.571 -1.474 -0.650
N -1.450 -1.242 -1.483 -0.609
C -1.966 -0.336 -0.474 -0.225
C -1.404 1.060 -0.685 -0.407
C -1.794 2.017 0.423 0.249
O -3.199 2.066 0.463 -0.706
C -1.064 1.754 1.771 -0.220
N -0.297 2.977 1.536 -0.442
C 0.943 3.392 1.875 0.692
O 1.465 4.342 1.313 -0.628
C 1.646 2.565 2.957 0.044
N 0.709 2.309 4.040 -0.450
C 0.374 3.551 4.723 -0.414
C 1.119 1.297 4.996 -0.409
C 2.340 1.369 2.242 -0.402
C 3.620 2.228 2.146 -0.401
C 3.054 3.148 3.248 -0.419
C -1.048 3.376 0.352 -0.224
C -0.121 -3.274 -3.007 -0.229
H 3.608 -4.825 -4.617 0.199
H 2.231 -5.934 -4.803 0.174
H 2.379 -4.507 -5.861 0.173
H 0.209 -5.275 -5.709 0.220
H -2.215 -5.052 -5.675 0.206
H -4.084 -3.441 -3.085 0.419
H -4.153 -4.379 -4.496 0.373
H -0.598 -1.003 -1.961 0.397
H -3.051 -0.328 -0.545 0.240
H -1.714 -0.702 0.527 0.186
H -0.309 1.027 -0.726 0.200
H -1.756 1.462 -1.638 0.222
H -3.476 2.665 1.164 0.472
H -1.713 1.814 2.648 0.205
H -0.472 0.841 1.835 0.202
H -0.421 3.366 5.446 0.201
H 1.232 3.982 5.261 0.173
H 0.018 4.292 4.007 0.208
H 0.348 1.216 5.763 0.205
H 1.208 0.323 4.520 0.200
H 2.069 1.528 5.503 0.167
H 2.481 0.522 2.911 0.212
H 1.887 1.014 1.315 0.202
H 4.561 1.722 2.352 0.204
H 3.689 2.752 1.195 0.220
H 3.171 4.220 3.115 0.233
H 3.397 2.849 4.239 0.201
H -0.429 3.550 -0.530 0.212
H -1.693 4.243 0.515 0.197
H 0.492 -2.816 -2.241 0.217

***

7.
57
Properties=species:S:1:pos:R:3:nbo_charge:R:1 method="wB97M-V/def2-TZVPD" smiles=CCCCNc1nc2cc(S)c(CNC)c(C[C@H]3CO3)c2nc1CCCS e_above_lowest_ev=4.0741 e_lumo_ha=-0.0309 energy_ev=-50894.05066 homo_lumo_gap_ha=0.26393
C -2.818 4.788 1.477 -0.633
C -2.456 5.248 -0.019 -0.407
C -3.112 4.355 -1.180 -0.416
C -2.850 2.756 -0.991 -0.225
N -1.402 2.502 -1.210 -0.678
C -0.957 1.188 -0.737 0.343
N -1.553 0.615 0.421 -0.408
C -0.981 -0.651 0.791 0.104
C -1.555 -1.358 2.077 -0.234
C -1.025 -2.739 2.598 -0.158
S -1.813 -3.458 4.103 0.006
C 0.155 -3.383 1.792 -0.067
C 0.700 -4.806 2.328 -0.272
N -0.246 -5.876 1.863 -0.615
C -0.122 -6.148 0.401 -0.436
C 0.746 -2.660 0.546 0.015
C 1.984 -3.338 -0.211 -0.480
C 3.305 -2.391 0.389 0.093
C 2.970 -1.582 1.826 -0.188
O 3.917 -2.872 1.687 -0.565
C 0.180 -1.282 -0.009 0.195
N 0.811 -0.771 -1.197 -0.420
C 0.200 0.480 -1.503 0.201
C 0.786 1.252 -2.804 -0.465
C 1.765 2.411 -2.255 -0.416
C 3.082 2.635 -3.181 -0.500
S 3.687 4.411 -2.977 -0.094
H -2.246 5.467 2.195 0.220
H -3.954 4.770 1.668 0.214
H -2.369 3.727 1.610 0.212
H -1.305 5.202 -0.145 0.183
H -2.722 6.369 -0.122 0.214
H -2.684 4.614 -2.222 0.209
H -4.226 4.615 -1.222 0.214
H -3.456 2.217 -1.814 0.205
H -3.242 2.505 0.050 0.207
H -0.797 3.271 -0.896 0.394
H -2.409 -0.887 2.679 0.231
H -2.890 -2.605 4.401 0.162
H 0.647 -4.789 3.478 0.217
H 1.787 -5.014 2.055 0.228
H -1.206 -5.496 1.984 0.359
H -1.121 -6.623 0.059 0.206
H 0.710 -6.907 0.142 0.196
H 0.039 -5.223 -0.254 0.181
H 1.985 -3.175 -1.339 0.251
H 2.203 -4.406 0.116 0.245
H 3.994 -1.825 -0.416 0.220
H 2.424 -2.128 2.660 0.243
H 3.592 -0.655 2.095 0.202
H -0.113 1.801 -3.286 0.244
H 1.264 0.546 -3.559 0.236
H 1.247 3.445 -2.213 0.211
H 2.153 2.169 -1.191 0.217
H 2.733 2.528 -4.265 0.216
H 3.918 1.887 -2.919 0.242
H 2.646 5.275 -3.351 0.140

***

8.
53
Properties=species:S:1:pos:R:3:lowdin_spin:R:1 method="wB97M-V/def2-TZVPD" s_squared=2.02 multiplicity=3 e_lumo_ha="0.0234 / -0.0472" energy_ev=-35480.30528 homo_lumo_gap_ha="0.22606 / 0.22188"
C -1.334 0.189 -4.403 -0.006
C -0.154 0.740 -3.912 0.010
C 0.201 0.651 -2.534 0.023
C -0.616 -0.133 -1.689 0.209
C -1.847 -0.575 -2.180 0.022
C -2.189 -0.487 -3.533 0.008
C 1.537 1.262 -2.199 0.002
C 1.728 2.469 -1.230 0.000
N 0.749 2.832 -0.264 0.000
Pd -0.209 -1.211 0.243 0.687
C -2.777 -1.254 -1.206 0.022
P -2.400 -0.433 0.408 0.210
H 0.531 1.245 -4.609 0.002
H -3.119 -0.965 -3.864 0.002
H -1.605 0.274 -5.455 0.000
H -2.489 -2.305 -1.023 0.004
H -3.838 -1.135 -1.454 0.004
H 2.224 0.471 -1.875 0.000
H 1.952 1.637 -3.148 0.000
H 2.643 2.264 -0.661 0.000
C -3.225 -1.382 1.708 0.040
C -3.418 1.090 0.236 0.050
H 1.920 3.360 -1.857 0.000
C -0.567 3.219 -0.646 0.000
C 1.076 2.870 1.137 0.001
H -0.127 -2.193 1.779 0.019
H -0.606 4.300 -0.867 0.000
H -0.929 2.679 -1.528 0.000
H -1.272 3.006 0.168 0.000
H 1.314 3.895 1.477 0.000
H 0.234 2.501 1.742 0.001
H 1.938 2.231 1.367 0.000
H -4.490 0.823 0.185 0.010
H -3.244 1.724 1.118 0.001
H -3.161 1.662 -0.668 0.000
H -4.299 -1.482 1.504 0.007
H -2.742 -2.364 1.790 0.003
H -3.071 -0.832 2.650 0.001
H -0.478 -1.528 1.994 0.017
C 1.829 -0.875 0.331 0.361
C 2.311 -1.591 1.537 0.037
C 2.359 -0.971 2.808 0.063
C 2.720 -1.723 3.924 -0.005
C 3.048 -3.080 3.794 0.079
C 3.015 -3.689 2.529 -0.008
C 2.655 -2.949 1.411 0.065
H 2.040 -1.425 -0.601 0.035
H 2.179 0.162 0.255 0.018
H 2.060 0.080 2.882 0.002
H 2.748 -1.261 4.918 -0.002
H 3.337 -3.657 4.672 0.005
H 3.279 -4.745 2.426 -0.002
H 2.580 -3.389 0.410 0.002